Formula: C66H40Cl4IN4OPW
Source: OMol25
Level of theory: wB97M-V/def2-TZVPD

The multiplicity is 3. The calculation puts the LUMO energy (spin up / spin down) at -1.1 / -1.7 eV. The calculation puts the gap between HOMO and LUMO (spin up / spin down) at 0.1661 / 0.1961 Eh. As for the expectation value of S²: 2.071.

Atoms and positions in Å:
W  0.147  4.114  0.647
Cl  -5.191  1.438  -6.738
C  -4.439  1.847  -5.192
C  -3.500  0.925  -4.649
C  -2.730  1.133  -3.539
C  -2.781  2.358  -3.025
C  -3.735  3.292  -3.457
C  -4.641  3.084  -4.543
C  -1.871  2.877  -1.960
C  -0.549  3.195  -2.258
C  -0.163  3.371  -3.713
C  1.223  3.573  -3.749
C  1.511  3.556  -2.216
C  2.891  3.470  -1.820
C  4.140  3.468  -2.640
C  4.661  2.547  -3.553
C  5.947  2.677  -4.072
C  6.785  3.700  -3.686
Cl  8.423  3.782  -4.344
C  6.284  4.720  -2.921
C  4.992  4.631  -2.428
C  3.090  3.152  -0.512
N  2.257  3.367  0.570
C  2.889  2.777  1.620
C  2.459  2.575  2.948
C  3.264  2.077  4.109
C  4.120  2.879  4.856
C  4.970  2.314  5.781
C  4.816  0.947  6.149
Cl  5.642  0.459  7.627
C  3.941  0.123  5.481
C  3.177  0.696  4.419
C  1.048  2.674  3.325
C  0.544  2.473  4.743
C  -0.768  2.343  4.648
C  -1.166  2.574  3.256
N  -0.038  3.077  2.507
C  -2.409  2.235  2.802
C  -2.715  2.227  1.432
C  -3.982  1.831  0.782
C  -3.779  2.025  -0.497
C  -2.449  2.541  -0.717
N  -1.824  2.677  0.439
C  -3.577  1.875  3.749
C  -3.664  0.817  4.614
C  -4.607  0.808  5.652
C  -5.513  1.916  5.837
Cl  -6.768  1.665  6.982
C  -5.266  2.985  5.135
C  -4.352  2.917  4.045
C  4.114  2.238  1.301
C  4.287  2.569  0.000
N  0.425  3.358  -1.455
H  -3.168  0.131  -5.359
H  -1.983  0.425  -3.170
H  -3.810  4.284  -2.952
H  -5.283  3.781  -4.887
H  -0.835  3.397  -4.606
H  1.801  3.540  -4.661
H  4.072  1.721  -3.809
H  6.301  1.891  -4.746
H  6.913  5.612  -2.898
H  4.522  5.454  -1.855
H  4.311  3.887  4.796
H  5.668  3.051  6.217
H  3.933  -0.954  5.765
H  2.567  0.023  3.831
H  1.272  2.166  5.541
H  -1.382  1.920  5.434
H  -4.964  1.641  1.177
H  -4.459  1.700  -1.220
H  -2.913  0.126  4.667
H  -4.723  -0.037  6.357
H  -5.671  3.888  5.493
H  -4.218  3.896  3.623
H  4.904  1.787  1.956
H  5.246  2.396  -0.561
I  2.131  -2.440  -1.455
C  2.503  -4.479  -0.845
C  3.844  -4.594  -0.545
C  4.502  -5.796  -0.781
C  3.756  -6.878  -1.301
C  2.344  -6.804  -1.395
C  1.631  -7.994  -1.624
C  0.325  -8.044  -1.516
C  -0.375  -6.865  -1.347
C  0.211  -5.660  -1.263
P  -0.649  -4.083  -1.056
C  -1.834  -4.081  0.268
C  -1.558  -3.268  1.343
C  -2.423  -3.161  2.417
C  -3.569  -3.934  2.388
C  -3.888  -4.759  1.296
C  -3.048  -4.758  0.233
C  -1.811  -3.965  -2.445
C  -1.682  -4.685  -3.718
C  -2.351  -4.306  -4.835
C  -3.228  -3.208  -4.776
C  -3.403  -2.561  -3.526
C  -2.689  -2.971  -2.391
C  1.633  -5.615  -1.100
H  4.398  -3.703  -0.334
H  5.598  -5.904  -0.683
H  4.224  -7.788  -1.633
H  2.218  -8.931  -1.612
H  -0.133  -9.022  -1.601
H  -1.480  -6.779  -1.172
H  -0.542  -2.808  1.338
H  -2.175  -2.572  3.281
H  -4.239  -4.046  3.245
H  -4.823  -5.213  1.228
H  -3.333  -5.114  -0.742
H  -0.971  -5.544  -3.750
H  -2.230  -4.968  -5.709
H  -3.850  -3.003  -5.681
H  -4.081  -1.740  -3.483
H  -2.824  -2.445  -1.461
O  0.202  5.813  0.837

Forces on atoms 1 to 6 (eV/Å):
W 0.984 -3.794 0.102
Cl 0.188 0.297 0.756
C 0.898 -0.109 0.905
C -0.644 -0.882 -3.217
C 0.798 -1.413 -0.615
C -0.528 4.496 0.866